79
Properties=species:S:1:pos:R:3 method="wB97M-V/def2-TZVPD" e_lumo_ev=-2.24 relative_energy_ev=0.8355 gap_ev=3.86 e_tot_ha=-1907.0127 homo_ha=-0.224
C 0.73688 4.72164 2.70179
C 0.55531 3.30679 2.47979
C 0.90612 2.17170 3.17669
C 0.35642 1.07507 2.44208
C -0.21196 1.56892 1.27511
B -1.23018 1.19807 0.00081
C -1.91907 -0.14716 0.36318
C -2.46949 -1.21052 -0.31858
C -3.18815 -2.01235 0.61522
C -3.01763 -1.41021 1.83792
C -3.52325 -1.69992 3.16693
O -2.20850 -0.31500 1.69484
C -2.58550 2.00834 -0.09682
C -2.99090 3.28514 0.20475
C -4.40493 3.36497 -0.02724
C -4.79892 2.12308 -0.47423
C -6.04765 1.52161 -0.88554
O -3.69205 1.32339 -0.54782
C -0.57113 1.89791 -1.24156
C -1.02912 2.35071 -2.46199
C -0.02873 3.18831 -3.03928
C 1.01783 3.20519 -2.14529
C 2.29940 3.87935 -2.12732
O 0.70783 2.40371 -1.08292
O -0.11414 2.94490 1.35444
H 1.22995 4.87280 3.66668
H 1.36672 5.17882 1.92569
H -0.22542 5.25215 2.72377
H 1.47050 2.14061 4.10100
H 0.45335 0.03275 2.71984
H -2.38926 -1.38623 -1.39154
H -3.78905 -2.89166 0.38401
H -3.34363 -2.76006 3.39552
H -3.05198 -1.07048 3.92987
H -4.60990 -1.52832 3.18667
H -2.36484 4.10506 0.54881
H -5.04210 4.23060 0.10736
H -6.87410 2.17770 -0.60179
H -6.07432 1.38851 -1.97595
H -6.19689 0.53627 -0.42183
H -1.99612 2.11577 -2.89741
H -0.07449 3.71554 -3.98676
H 2.37612 4.48054 -3.04078
H 2.39025 4.55093 -1.26006
H 3.13840 3.16734 -2.10943
C -0.66806 -6.38856 1.90737
C -0.27587 -5.11021 2.65695
C -0.03564 -4.12679 1.55473
C -0.14434 -4.82699 0.33009
O -0.51455 -6.12964 0.45977
C 0.15767 -4.21032 -0.89519
C 0.62443 -2.92386 -0.85916
C 0.72697 -2.17217 0.35887
C 1.38886 -0.88437 0.30063
C 2.70815 -0.83839 -0.22407
C 3.17393 0.33103 -0.89206
C 4.10790 0.18286 -1.89442
C 4.80950 -1.04062 -2.03588
O 5.57711 -1.11276 -3.15388
C 5.41912 0.17852 -3.86856
C 4.42948 1.03709 -3.08311
C 4.58962 -2.11471 -1.15540
C 3.55271 -2.01032 -0.27087
C 0.29670 -2.78601 1.55960
H -0.02087 -7.23868 2.15428
H -1.71497 -6.66445 2.09105
H -1.05759 -4.78976 3.35368
H 0.64072 -5.28545 3.23644
H 0.05318 -4.78050 -1.81346
H 0.96201 -2.44904 -1.78359
H 0.85730 0.03975 0.46319
H 2.72062 1.30227 -0.71534
H 6.40514 0.65072 -3.92826
H 5.07023 -0.04365 -4.88217
H 3.53215 1.24471 -3.68264
H 4.86187 1.99934 -2.79248
H 5.21206 -2.99917 -1.24277
H 3.31070 -2.85367 0.37582
H 0.30209 -2.23845 2.50220